{"formula": "C24H47BN8O4P", "method": "the ωB97M-V functional and the def2-TZVPD basis", "homo_lumo_gap_ev": 4.46, "max_force_ev_per_a": 3.95, "total_charge": -1, "e_homo_ev": -2.84, "species": ["P", "O", "O", "O", "O", "N", "N", "N", "N", "N", "N", "N", "N", "C", "C", "C", "C", "C", "C", "C", "C", "C", "C", "C", "C", "C", "C", "C", "C", "C", "C", "C", "C", "C", "C", "C", "C", "B", "H", "H", "H", "H", "H", "H", "H", "H", "H", "H", "H", "H", "H", "H", "H", "H", "H", "H", "H", "H", "H", "H", "H", "H", "H", "H", "H", "H", "H", "H", "H", "H", "H", "H", "H", "H", "H", "H", "H", "H", "H", "H", "H", "H", "H", "H", "H"], "coordinates": [[-0.61018, -3.36954, -1.11190], [-4.03386, -4.97457, 2.95052], [1.11296, -5.84122, -1.00328], [-4.84574, -3.25545, 1.84423], [-0.54583, -5.95010, -2.71138], [-7.97960, 5.23708, 0.90630], [7.50137, 5.09096, -2.59781], [2.07674, -0.56365, 2.99978], [-4.56790, 1.80444, 0.34649], [0.98334, -2.96351, -0.35496], [3.97000, 3.47070, 3.07935], [4.77984, 8.57900, -6.42351], [4.71885, 2.10209, -1.04916], [-5.48767, -5.52323, 1.20867], [1.12311, -3.18770, 1.07525], [-7.13291, 5.37810, 1.64614], [2.89973, -4.79181, 1.98338], [-4.40187, -2.98990, 0.46475], [-6.03733, 5.56119, 2.59900], [2.63082, -3.38625, 1.42170], [2.28418, 0.01618, 2.04461], [-5.65857, 1.65909, 0.62617], [2.55148, 0.74371, 0.80586], [6.78939, 5.93274, -2.86954], [4.79896, 1.34033, 4.31842], [-7.05917, 1.47098, 1.00280], [4.20784, 7.62071, -6.61757], [-2.23910, -1.72002, 0.72049], [-1.30780, -1.65158, -0.50413], [5.85317, 7.00126, -3.21906], [5.82952, 4.16689, 0.07110], [4.33251, 2.53828, 3.61956], [-3.73768, -1.61557, 0.38634], [5.20664, 3.00427, -0.55913], [-2.27423, -3.73018, -2.04247], [-4.70002, -4.57632, 2.08886], [3.46441, 6.38587, -6.87708], [0.03748, -5.17744, -1.66065], [-7.61752, 2.38688, 0.81388], [6.89862, 4.00021, 0.18164], [-7.49645, 0.66031, 0.42369], [-3.90521, -1.27568, -0.63203], [4.07570, 5.70505, -7.46560], [2.38246, -5.55127, 1.40072], [-2.05510, -3.80021, -3.10911], [6.25829, 7.96363, -2.91369], [3.06489, 0.09492, 0.10036], [-5.25376, -3.08339, -0.20883], [5.84207, 1.15301, 4.07024], [3.20286, 5.90680, -5.93554], [2.49810, -4.83683, 2.99469], [-4.27013, -0.96699, 1.07909], [-2.07550, -2.58614, 1.36380], [4.19648, 0.48417, 4.01869], [2.55345, 6.61410, -7.42605], [-2.01899, -0.84641, 1.33842], [-1.14254, -4.01916, 0.09998], [-6.43401, -5.08512, 0.90197], [-5.34697, 6.31371, 2.22450], [-2.76628, -4.67143, -1.75581], [-0.10491, -2.75770, -2.36661], [-1.15609, -6.55479, -2.27348], [4.90235, 6.83968, -2.71360], [-7.12554, 1.22582, 2.06113], [2.91865, -2.70422, 2.21549], [-0.43814, -1.06508, -0.20425], [5.68502, 7.02148, -4.29310], [0.78933, -6.36452, -0.26395], [-6.43443, 5.88505, 3.55882], [1.77515, -3.30457, -0.87978], [3.17518, 1.60769, 1.01625], [-4.92370, -5.75613, 0.30709], [0.82911, -2.26864, 1.58109], [-3.00636, -2.92231, -1.96398], [-5.50288, 4.62203, 2.73003], [5.67211, 5.04556, -0.54637], [-1.76356, -1.10177, -1.33063], [-3.62636, -3.71797, 0.23688], [5.38755, 4.33446, 1.05304], [-5.65509, -6.44992, 1.73862], [1.61455, 1.07660, 0.36379], [3.95851, -5.05031, 1.96558], [3.27554, -3.18130, 0.56814], [4.70607, 1.48342, 5.39301], [0.61115, -4.07796, 1.45683]], "forces_ev_per_angstrom": [[-0.2, 0.6, -1.1], [2.1, -1.2, 3.1], [-0.5, 0.1, 0.0], [0.3, 0.3, -0.7], [0.1, 0.3, 0.6], [-1.4, -0.3, -1.2], [1.0, -1.1, 0.4], [-0.1, -0.5, 1.5], [1.5, 0.3, -0.4], [-0.3, 0.2, 0.5], [-0.4, 1.2, -0.7], [1.0, 1.6, 0.4], [-0.6, -1.1, -0.7], [-0.1, 0.2, -0.4], [1.9, 0.4, -0.7], [1.5, 0.3, 1.3], [-0.2, 0.2, -0.4], [0.1, 0.5, 0.3], [-0.1, -0.1, -0.1], [-0.3, -0.6, 0.6], [0.2, 0.9, -1.5], [-1.6, -0.2, 0.4], [-0.1, -0.1, 0.1], [-1.1, 1.2, -0.5], [0.0, 0.1, -0.1], [0.1, 0.1, 0.0], [-1.1, -1.8, -0.4], [-0.4, 1.4, -0.3], [0.4, -0.3, 0.7], [0.1, -0.1, 0.1], [-0.1, -0.1, 0.2], [0.5, -1.3, 0.8], [-0.3, -1.2, 0.3], [0.7, 1.3, 0.7], [-0.2, -0.1, -0.3], [-2.1, 0.5, -2.2], [0.1, 0.1, 0.0], [0.3, -0.6, -0.5], [0.0, 0.0, 0.0], [0.0, 0.0, -0.1], [0.0, 0.0, 0.0], [0.1, 0.4, -0.1], [0.0, 0.0, 0.0], [0.0, -0.1, -0.2], [0.1, -0.1, -0.1], [0.0, 0.0, 0.0], [0.0, 0.0, 0.0], [-0.1, -0.1, 0.0], [0.0, 0.0, 0.0], [0.0, 0.0, 0.0], [0.2, -0.2, 0.2], [0.0, 0.2, 0.0], [0.2, -0.2, -0.1], [-0.1, 0.0, 0.0], [0.0, 0.0, 0.0], [0.1, 0.0, 0.2], [0.0, -0.1, 0.5], [-0.1, 0.0, 0.0], [0.0, 0.0, 0.0], [0.0, 0.0, 0.1], [0.0, 0.2, 0.0], [0.0, -0.2, -0.3], [0.0, 0.0, 0.0], [0.0, 0.0, 0.0], [0.1, 0.3, 0.0], [0.1, 0.0, -0.1], [0.0, 0.0, 0.0], [0.2, 0.0, 0.1], [0.0, 0.0, 0.0], [-0.1, -0.4, 0.0], [0.0, 0.0, 0.0], [0.1, 0.1, -0.1], [-0.7, -0.3, 0.3], [0.0, 0.1, 0.2], [0.0, 0.0, 0.0], [0.0, 0.0, 0.0], [-0.2, -0.2, -0.1], [-0.2, -0.2, -0.3], [-0.1, -0.1, 0.0], [0.0, -0.1, 0.2], [0.0, -0.1, 0.0], [0.1, 0.0, 0.3], [-0.1, 0.0, -0.2], [0.0, 0.0, 0.0], [-0.4, 0.2, 0.0]], "lowdin_charge": [0.48, 0.16, 0.04, -0.02, 0.03, 0.13, 0.15, 0.15, 0.15, -0.25, 0.14, 0.13, 0.15, 0.01, -0.31, -0.29, -0.12, -0.18, -0.06, -0.25, -0.28, -0.29, -0.06, -0.28, -0.06, -0.07, -0.30, -0.25, -0.31, -0.06, -0.08, -0.28, -0.19, -0.27, -0.29, -0.60, -0.06, -0.62, 0.06, 0.08, 0.08, 0.09, 0.08, 0.05, 0.02, 0.09, 0.08, 0.12, 0.08, 0.08, 0.07, 0.09, 0.09, 0.05, 0.08, 0.09, 0.01, 0.08, 0.08, 0.01, 0.01, 0.07, 0.08, 0.08, 0.05, 0.04, 0.05, 0.07, 0.08, 0.04, 0.03, 0.08, 0.07, 0.00, 0.08, 0.05, 0.06, 0.09, 0.05, 0.08, 0.09, 0.06, 0.09, 0.08, 0.09]}

=====

{"formula": "C7H15NO2", "method": "the ωB97M-V functional and the def2-TZVPD basis", "relative_energy_kcal_mol": 79.5, "smiles": "CC(C)=C(N)O.CC(C)=O", "homo_lumo_gap_ev": [8.10, 8.10], "max_force_ev_per_a": 5.61, "total_charge": 0, "e_homo_ev": [-8.13, -8.13], "species": ["O", "O", "N", "C", "C", "C", "C", "C", "C", "C", "H", "H", "H", "H", "H", "H", "H", "H", "H", "H", "H", "H", "H", "H", "H"], "coordinates": [[0.19765, -1.60733, 1.29913], [-1.76872, 1.30643, 0.62245], [0.32040, 0.50790, 2.23074], [1.18306, 0.05328, -0.05529], [-1.43396, 0.25286, 0.06242], [-2.36621, -0.95177, 0.08227], [-1.03630, 0.46421, -1.58547], [1.81922, -1.02183, -0.87170], [1.71774, 1.44022, -0.19055], [0.32377, -0.24087, 1.02520], [1.32104, -1.97695, -0.73767], [-0.27673, -1.67326, 2.13637], [-1.79495, -1.85908, -0.10302], [1.14850, 1.06651, 2.38074], [2.15594, 1.58924, -1.17627], [-2.84618, -1.03586, 1.05678], [1.82631, -0.76587, -1.93230], [-0.44695, 1.34979, -1.80662], [2.51704, 1.60555, 0.53814], [-3.13107, -0.85855, -0.68437], [0.91575, 2.15897, 0.00705], [-2.03049, 0.67550, -1.97466], [-0.49969, 1.10755, 2.27482], [-0.67352, -0.44848, -2.05117], [2.85839, -1.13815, -0.54699]], "forces_ev_per_angstrom": [[-0.4, -0.1, -0.3], [0.6, -0.5, 0.7], [-0.7, 0.4, -0.4], [-0.6, -0.4, 2.4], [-1.7, 2.3, -4.8], [1.0, -0.8, 1.2], [-1.1, -0.3, 2.1], [-0.6, 0.0, -0.2], [-0.5, -0.1, -0.1], [3.6, -1.0, -0.2], [0.0, 0.0, 0.0], [0.1, 0.1, 0.0], [-0.1, -0.1, -0.1], [0.0, 0.0, -0.2], [-0.1, 0.1, -0.1], [-0.1, 0.0, 0.0], [0.1, 0.0, 0.0], [0.3, -0.1, 0.3], [0.0, 0.0, 0.1], [0.1, 0.4, -0.1], [0.2, 0.1, -0.1], [-0.1, 0.0, -0.3], [-0.1, 0.1, 0.0], [0.2, 0.0, 0.0], [0.0, 0.1, 0.0]], "nbo_charge": [-0.72, -0.66, -0.87, 0.17, 0.53, -0.70, -0.71, -0.67, -0.68, 0.33, 0.25, 0.49, 0.23, 0.37, 0.22, 0.22, 0.22, 0.21, 0.23, 0.23, 0.25, 0.21, 0.40, 0.20, 0.24]}